[1]
{
  "formula": "C37H42MnN4O4SSi2",
  "method": "ωB97M-V with the def2-TZVPD basis set",
  "e_lumo_ev": [2.4, 2.4],
  "largest_force_ha_per_bohr": 0.03200,
  "multiplicity": 3,
  "charge": -1,
  "energy_ev": -111109.1392,
  "orbital_gap_ev": [5.54, 5.59],
  "symbols": ["Mn", "S", "Si", "Si", "O", "O", "O", "O", "N", "N", "N", "N", "C", "C", "C", "C", "C", "C", "C", "C", "C", "C", "C", "C", "C", "C", "C", "C", "C", "C", "C", "C", "C", "C", "C", "C", "C", "C", "C", "C", "C", "C", "C", "C", "C", "C", "C", "C", "C", "H", "H", "H", "H", "H", "H", "H", "H", "H", "H", "H", "H", "H", "H", "H", "H", "H", "H", "H", "H", "H", "H", "H", "H", "H", "H", "H", "H", "H", "H", "H", "H", "H", "H", "H", "H", "H", "H", "H", "H", "H", "H"],
  "xyz": [[-0.082, 1.153, -0.908], [1.782, 4.872, -0.659], [-1.232, 2.255, 0.758], [1.705, 0.292, 1.227], [0.991, 2.300, -1.858], [4.279, -0.793, 1.728], [-1.853, -4.329, 2.012], [-3.733, -1.362, -3.987], [1.270, 3.257, -2.725], [-0.622, -0.587, -0.242], [-1.826, -2.667, -0.058], [-2.243, -1.212, -1.792], [2.883, -1.157, 1.857], [-1.670, 2.128, -3.212], [1.115, 1.579, 2.523], [1.386, 2.607, 4.709], [0.845, -5.882, 0.032], [0.116, -1.518, 3.362], [-0.540, 3.108, 3.382], [-0.929, -4.607, 1.040], [-1.510, -1.429, -0.661], [2.819, 1.302, 0.077], [0.126, -0.685, 0.943], [1.564, 3.801, -5.016], [0.171, 3.257, 4.563], [-1.636, -4.897, 3.286], [0.047, -3.881, -1.030], [-5.104, -1.208, -3.659], [4.899, -1.093, 0.505], [1.238, 2.917, -4.032], [-0.095, 2.286, 2.345], [1.908, 5.111, -4.644], [-3.068, 0.844, -4.684], [-2.229, -0.095, -2.615], [-2.865, 1.482, 1.421], [-0.896, -3.699, -0.027], [1.923, 5.452, -3.321], [2.645, -1.294, 3.322], [-1.747, 4.086, 0.490], [-0.421, -1.233, 2.126], [1.846, 1.783, 3.694], [-1.509, 1.072, -2.299], [0.910, -4.967, -1.003], [2.590, -2.511, 1.206], [-3.008, -0.191, -3.778], [1.639, 4.521, -2.287], [1.445, -1.472, 3.907], [-2.391, 2.022, -4.389], [-0.070, -5.690, 1.064], [3.242, -3.272, 1.647], [-1.886, -5.963, 3.298], [-2.799, -1.986, -2.112], [2.180, 6.453, -3.007], [-2.373, -2.611, 0.784], [0.103, -3.146, -1.825], [-2.443, 2.861, -5.073], [-5.582, -2.174, -3.821], [1.558, -2.788, 1.406], [-1.486, -1.430, 2.094], [-3.617, 1.428, 0.629], [-2.518, 4.375, 1.210], [-3.646, 0.736, -5.594], [1.474, -1.624, 4.983], [3.004, 0.868, -0.907], [-1.477, 3.645, 3.264], [-0.102, -6.390, 1.887], [-5.230, -0.911, -2.613], [2.795, 1.275, 3.826], [3.775, 1.350, 0.606], [5.202, -2.146, 0.448], [-2.149, 4.231, -0.517], [-3.259, 2.097, 2.233], [2.731, -2.512, 0.121], [3.540, -1.272, 3.936], [-0.599, -4.765, 3.604], [-1.221, 3.089, -2.987], [1.550, 3.489, -6.050], [4.264, -0.872, -0.358], [0.911, 1.906, -4.223], [5.793, -0.470, 0.441], [-0.216, 3.878, 5.363], [-0.894, 4.751, 0.604], [-5.587, -0.460, -4.294], [1.633, -5.094, -1.800], [1.967, 2.733, 5.617], [2.157, 5.845, -5.400], [-0.626, -1.839, 4.088], [1.507, -6.737, 0.060], [-2.292, -4.369, 3.974], [2.461, 2.320, -0.050], [-2.705, 0.474, 1.812]]
}



[2]
{
  "formula": "C37H42N5O3P2SSm",
  "method": "ωB97M-V with the def2-TZVPD basis set",
  "e_lumo_ev": [-1.4, -1.4],
  "largest_force_ha_per_bohr": 0.09213,
  "relative_energy_kcal_mol": 64.7,
  "multiplicity": 6,
  "charge": 0,
  "energy_ev": -99960.9487,
  "orbital_gap_ev": [5.91, 5.91],
  "symbols": ["Sm", "S", "P", "P", "O", "O", "O", "N", "N", "N", "N", "N", "C", "C", "C", "C", "C", "C", "C", "C", "C", "C", "C", "C", "C", "C", "C", "C", "C", "C", "C", "C", "C", "C", "C", "C", "C", "C", "C", "C", "C", "C", "C", "C", "C", "C", "C", "C", "C", "H", "H", "H", "H", "H", "H", "H", "H", "H", "H", "H", "H", "H", "H", "H", "H", "H", "H", "H", "H", "H", "H", "H", "H", "H", "H", "H", "H", "H", "H", "H", "H", "H", "H", "H", "H", "H", "H", "H", "H", "H", "H"],
  "xyz": [[0.947, 1.205, 0.093], [-1.024, 3.151, -0.144], [-0.657, -0.467, 2.425], [-1.613, -0.841, -0.978], [1.513, 2.455, 1.816], [2.395, -2.905, -1.617], [2.139, -0.553, -0.807], [3.899, 0.972, -1.119], [-3.575, -2.269, 0.129], [0.515, 2.337, -2.211], [3.154, 1.825, -0.405], [-2.639, -2.125, 2.838], [-4.640, -3.393, 3.468], [-0.051, 3.350, -1.585], [3.496, -2.578, -2.325], [4.007, -1.233, -2.140], [5.338, -3.271, -3.713], [3.037, 6.227, 1.711], [0.237, 4.673, -2.136], [5.160, -0.956, -2.895], [-5.815, -4.088, 3.163], [0.456, -2.958, 2.825], [1.961, -0.941, 3.354], [3.309, -0.194, -1.324], [0.531, -1.524, 3.473], [-1.383, 0.863, 3.495], [1.756, 6.010, 2.199], [-2.996, -0.455, -2.340], [-3.807, -2.839, 2.478], [-6.299, -4.119, 1.826], [-0.748, -2.283, -1.698], [1.406, 3.700, -3.996], [1.187, 2.469, -3.388], [3.031, 3.988, 0.711], [-2.312, 0.248, -3.483], [0.975, 4.833, -3.307], [5.841, -1.976, -3.596], [-2.419, -1.535, 0.501], [3.632, 2.999, -0.069], [-5.511, -3.574, 0.812], [-3.999, -1.520, -2.764], [-3.863, 0.557, -1.534], [-4.300, -2.857, 1.095], [4.168, -3.601, -3.027], [3.601, 5.255, 0.861], [1.171, 4.764, 2.101], [-0.082, -1.491, 4.908], [-1.974, -1.524, 1.837], [1.820, 3.707, 1.502], [2.303, -0.878, 2.322], [-3.052, 0.895, -4.005], [-1.355, -2.757, -2.468], [-1.849, 1.575, 2.780], [-3.316, 1.504, -1.344], [-4.068, -2.376, -1.962], [2.711, -1.501, 3.920], [6.781, -1.731, -4.195], [-0.129, 5.571, -1.620], [0.177, 4.572, 2.526], [5.880, -4.052, -4.283], [-0.052, -0.512, 5.397], [-2.046, 0.397, 4.259], [0.300, -2.006, -2.030], [-4.190, -3.445, 4.495], [-1.133, -1.913, 4.931], [-1.501, 0.974, -3.321], [3.594, 7.063, 2.056], [-4.069, 0.134, -0.532], [-0.504, 1.394, 3.875], [-7.227, -4.641, 1.696], [4.474, 3.312, -0.659], [3.677, -4.586, -3.023], [-6.322, -4.738, 3.893], [4.525, 5.480, 0.450], [-0.648, -3.059, -0.928], [0.539, -2.138, 5.609], [1.849, 3.640, -4.978], [1.274, 6.790, 2.833], [-4.859, 0.826, -2.035], [1.460, 1.531, -3.840], [1.111, -3.588, 3.459], [-5.031, -1.102, -2.734], [-3.901, -1.952, -3.798], [1.089, 5.859, -3.572], [0.970, -2.731, 1.895], [1.997, 0.133, 3.831], [-1.864, -0.443, -4.204], [-0.547, -3.381, 2.710], [-5.729, -3.684, -0.263], [5.667, 0.020, -2.913], [2.042, -1.976, -1.254]]
}